The following is a DFT calculation (wB97M-V/def2-TZVPD) of a single C4H10O2 molecule at a distorted geometry.

Summary:
**M**: 90.12 g/mol
**LUMO energy**: 0.99 eV
**SMILES**: COC[C@@H](C)O
**Electronic energy**: -308.8369 hartree

Last column: natural (NBO) charge in e.
Atoms and positions in Å:
C 2.44 -0.57 -0.53  -0.244
O 1.33 -0.21 0.25  -0.556
C 0.19 0.10 -0.51  -0.090
C -0.94 0.26 0.51  0.105
C -2.26 0.57 -0.14  -0.640
O -1.03 -0.86 1.32  -0.709
H 2.23 -1.45 -1.16  0.168
H 2.76 0.26 -1.18  0.167
H 3.26 -0.82 0.15  0.196
H -0.03 -0.70 -1.23  0.168
H 0.33 1.04 -1.08  0.171
H -0.63 1.24 1.15  0.130
H -3.12 0.48 0.54  0.230
H -2.48 0.10 -1.11  0.210
H -1.93 1.63 -0.20  0.217
H -0.11 -1.03 1.54  0.477